[1]
2 unconnected molecules or ions with the total composition C4H8N2 at a distorted geometry, computed with ωB97M-V/def2-TZVPD.

Element x y z (Å)
C -1.013 0.148 1.669
C -0.091 -0.241 0.639
C -1.371 0.239 3.029
C 1.095 -0.985 -1.897
N -1.081 0.714 0.474
N 1.205 0.221 -2.525
H -1.886 1.220 3.396
H -0.433 0.186 3.449
H -2.068 -0.561 3.404
H 0.117 -1.465 -1.799
H 2.025 -1.382 -1.546
H 0.192 0.698 -2.609
H 1.591 0.189 -3.629
H 1.719 1.020 -2.055

LUMO (spin up / spin down): -0.38364 / -0.46711 Ha
2S+1: 1
ΔE to the lowest compared entry with this formula, charge and spin: 5.846 eV
E_tot: -7231.688 eV
Total charge: +2

Atom charges from the Mulliken analysis, given in e for atoms 1 to 6: 0.5147 0.2038 -0.8229 -0.5567 -0.1866 -0.4200

=====

[2]
A gas-phase ion, C4H8N2 (charge +2) at a distorted geometry, computed with ωB97M-V/def2-TZVPD.

Element x y z (Å)
C 0.269 0.239 0.792
C -0.603 2.187 -0.451
C -0.072 -1.128 0.412
C -0.246 -1.323 -0.940
N 0.095 1.223 -0.134
N 1.026 0.348 1.835
H -1.466 2.774 0.239
H -0.478 2.629 -1.472
H -0.175 -1.877 1.208
H -0.634 -0.357 -1.333
H -0.772 -2.258 -1.355
H 0.704 -1.264 -1.488
H 1.451 -0.538 2.229
H 1.201 1.255 2.140

LUMO (spin up / spin down): -0.47471 / -0.47469 Ha
2S+1: 1
ΔE to the lowest compared entry with this formula, charge and spin: 2.400 eV
E_tot: -7235.134 eV
Total charge: +2

Atom charges from the natural (NBO) analysis, given in e for atoms 1 to 6: 0.3819 0.1238 0.3365 -0.7846 -0.3714 -0.5829

=====

[3]
C4H8N2O in the gas phase at a distorted geometry, computed with ωB97M-V/def2-TZVPD.

Element x y z (Å)
C -1.158 0.387 -1.127
C -0.096 0.490 0.000
O -0.433 0.126 1.495
C 0.331 1.846 0.315
N 0.482 2.730 1.044
C 1.053 -0.527 -0.258
N 0.494 -1.777 0.222
H -2.010 1.041 -0.937
H -1.478 -0.653 -1.218
H -0.770 0.669 -2.127
H -1.068 0.519 2.138
H 1.969 -0.177 0.247
H 1.308 -0.649 -1.323
H 0.166 -1.557 1.158
H 1.198 -2.496 0.292

LUMO: 0.02630 Ha
2S+1: 1
ΔE to the lowest compared entry with this formula, charge and spin: 2.943 eV
E_tot: -9303.450 eV

Atom charges from the natural (NBO) analysis, given in e for atoms 1 to 6: -0.6351 0.1917 -0.8008 0.2416 -0.2871 -0.2243

=====

[4]
C4H8N2O in the gas phase at a distorted geometry, computed with ωB97M-V/def2-TZVPD.

Element x y z (Å)
N 0.170 -0.809 -2.170
C -0.314 -0.797 -0.835
C 0.557 -0.930 0.373
C 0.115 0.492 0.052
C -0.615 1.314 1.090
N -0.312 2.474 1.595
O -1.190 2.881 2.595
H 0.049 -1.723 -2.590
H 1.153 -0.568 -2.211
H -1.348 -1.102 -0.756
H 1.605 -1.166 0.228
H 0.128 -1.386 1.255
H 0.876 1.082 -0.447
H -1.482 0.791 1.507
H -0.875 3.764 2.835

LUMO: 0.03952 Ha
2S+1: 1
ΔE to the lowest compared entry with this formula, charge and spin: 4.090 eV
E_tot: -9302.304 eV

Atom charges from the natural (NBO) analysis, given in e for atoms 1 to 6: -0.8197 -0.0103 -0.4341 -0.2965 0.0496 -0.1487

=====

[5]
A molecular structure, C4H8N2O at a distorted geometry, computed with ωB97M-V/def2-TZVPD.

Element x y z (Å)
C 1.468 0.591 1.881
C 0.376 0.314 0.882
N 0.529 -0.186 -0.312
H 1.467 -0.453 -0.595
H -1.513 0.119 -0.622
H 1.214 0.178 2.865
H 1.507 1.671 2.038
H 2.429 0.172 1.573
C -1.141 -0.699 -1.251
C -0.911 -0.674 -2.613
N -0.875 0.444 1.398
O -1.285 1.479 1.936
H -1.684 -1.546 -0.844
H -1.487 -1.291 -3.292
H -0.096 -0.118 -3.044

LUMO (spin up / spin down): -0.05249 / 0.00856 Ha
2S+1: 1
ΔE to the lowest compared entry with this formula, charge and spin: 7.755 eV
E_tot: -9298.638 eV

Atom charges from the natural (NBO) analysis, given in e for atoms 1 to 6: -0.6707 0.3877 -0.5902 0.3771 0.2312 0.2443

=====

[6]
C4H8N2O in the gas phase, computed with ωB97M-V/def2-TZVPD.

Element x y z (Å)
O -0.313 -2.223 -1.729
C -0.159 -1.247 -1.010
N -0.925 -0.111 -1.133
C -0.601 1.127 -0.460
C -0.233 0.779 0.981
C 0.975 -0.157 0.971
N 0.780 -1.215 -0.007
H -1.530 -0.110 -1.937
H 0.241 1.655 -0.935
H -1.469 1.791 -0.503
H -1.090 0.279 1.446
H 0.003 1.680 1.555
H 1.116 -0.605 1.962
H 1.885 0.419 0.743
H 1.322 -2.062 0.056

LUMO: 0.03121 Ha
2S+1: 1
ΔE to the lowest compared entry with this formula, charge and spin: 0.051 eV
E_tot: -9306.343 eV

Atom charges from the natural (NBO) analysis, given in e for atoms 1 to 6: -0.6631 0.7790 -0.6477 -0.2137 -0.4136 -0.2073

=====

[7]
2 unconnected molecules or ions with the total composition C4H8N2O at a distorted geometry, computed with ωB97M-V/def2-TZVPD.

Element x y z (Å)
C 0.423 0.811 -0.962
C -0.370 1.718 -0.357
C 0.370 -0.436 -0.059
C 1.521 -0.436 1.066
N -0.768 -0.197 0.809
N -2.368 -0.854 -0.518
O -0.925 1.208 0.797
H 1.055 0.789 -1.828
H -0.609 2.652 -0.751
H 0.413 -1.301 -0.666
H 1.345 -1.236 1.736
H 1.411 0.467 1.578
H 2.543 -0.648 0.580
H -1.792 -0.789 -1.378
H -2.247 -1.749 -0.047

LUMO (spin up / spin down): 0.00979 / 0.00512 Ha
2S+1: 1
ΔE to the lowest compared entry with this formula, charge and spin: 6.782 eV
E_tot: -9299.612 eV

Atom charges from the natural (NBO) analysis, given in e for atoms 1 to 6: -0.3035 0.1092 -0.1576 -0.5859 0.0287 -0.6998

=====

[8]
C4H8N2O in the gas phase at a distorted geometry, computed with ωB97M-V/def2-TZVPD.

Element x y z (Å)
C 0.092 -1.676 1.375
N -0.521 -0.477 0.818
C -0.115 -0.166 -0.534
C 1.360 0.013 -0.689
N 2.503 0.177 -0.771
C -0.830 1.105 -1.015
O -0.520 2.231 -0.227
H 1.194 -1.641 1.440
H -0.313 -1.854 2.374
H -0.178 -2.538 0.753
H -0.353 0.339 1.400
H -0.415 -0.999 -1.187
H -1.900 0.922 -0.910
H -0.607 1.278 -2.072
H 0.292 2.631 -0.562

LUMO: 0.02983 Ha
2S+1: 1
ΔE to the lowest compared entry with this formula, charge and spin: 1.737 eV
E_tot: -9304.656 eV

Atom charges from the natural (NBO) analysis, given in e for atoms 1 to 6: -0.4206 -0.6018 -0.1735 0.2501 -0.3307 -0.0523

=====

[9]
C4H8N2O in the gas phase at a distorted geometry, computed with ωB97M-V/def2-TZVPD.

Element x y z (Å)
C -2.112 -0.387 0.340
N -1.447 0.979 0.017
C -0.170 0.883 -0.047
N 0.718 2.028 -0.325
C 1.062 -0.044 0.283
C 1.143 -1.389 -0.433
O 2.095 0.344 0.821
H -2.320 -1.254 -0.394
H -1.448 -0.848 1.248
H -3.121 -0.211 0.666
H 1.644 2.016 -0.026
H 0.308 2.957 -0.245
H 0.083 -1.692 -0.323
H 1.980 -2.204 -0.155
H 1.585 -1.177 -1.427

LUMO: 0.00362 Ha
2S+1: 1
ΔE to the lowest compared entry with this formula, charge and spin: 3.857 eV
E_tot: -9302.536 eV

Atom charges from the natural (NBO) analysis, given in e for atoms 1 to 6: -0.4608 -0.4411 0.3397 -0.8218 0.5402 -0.7388

=====

[10]
C4H8N2O in the gas phase at a distorted geometry, computed with ωB97M-V/def2-TZVPD.

Element x y z (Å)
O -2.522 0.182 1.362
C -1.488 0.278 0.532
N -0.365 0.759 1.151
C 1.003 0.489 0.787
C 0.971 -0.434 -0.280
C 0.007 -0.272 -1.399
N -1.361 -0.184 -0.670
H -0.514 0.845 2.226
H 1.685 1.430 0.507
H 1.713 0.092 1.571
H 2.039 -0.462 -0.755
H 0.729 -1.440 0.181
H 0.307 -1.139 -1.882
H -0.046 0.521 -1.990
H -2.160 -0.665 -1.343

LUMO: 0.02348 Ha
2S+1: 1
ΔE to the lowest compared entry with this formula, charge and spin: 2.983 eV
E_tot: -9303.410 eV

Atom charges from the natural (NBO) analysis, given in e for atoms 1 to 6: -0.7175 0.7428 -0.6364 -0.2173 -0.4124 -0.2147

=====

[11]
A molecular structure, C4H8N2O at a distorted geometry, computed with ωB97M-V/def2-TZVPD.

Element x y z (Å)
C -1.106 0.433 -0.131
C -0.077 -0.678 -0.276
C 1.054 -0.746 0.718
C 1.203 -0.038 -0.530
H -2.044 -1.398 -0.277
H -2.955 0.170 0.182
H -0.324 2.138 0.882
H -0.370 -1.479 -0.743
H 1.226 -1.742 0.673
H 1.495 -0.331 1.781
H 2.021 -0.445 -1.226
H 2.240 1.541 -0.570
N -2.276 -0.295 -0.407
N -1.095 1.532 0.425
O 1.008 1.338 -0.501

LUMO: 0.01528 Ha
2S+1: 1
ΔE to the lowest compared entry with this formula, charge and spin: 6.918 eV
E_tot: -9299.475 eV

Atom charges from the natural (NBO) analysis, given in e for atoms 1 to 6: 0.4576 -0.3113 -0.4403 0.0653 0.3775 0.3909

=====

[12]
2 unconnected molecules or ions with the total composition C4H8N2O at a distorted geometry, computed with ωB97M-V/def2-TZVPD.

Element x y z (Å)
C 1.581 0.858 0.079
C 0.763 0.334 -0.972
C -0.631 0.648 -1.094
C -0.522 -1.137 0.325
H 2.309 0.226 0.399
H 1.027 1.669 0.941
H 2.317 1.574 -0.333
H 1.279 0.252 -1.941
H -1.285 1.265 -0.463
H -0.964 0.841 -2.090
H 0.450 -1.699 0.810
H -2.850 -1.968 2.122
N -0.198 -0.617 -0.799
N -1.667 -0.818 0.885
O -1.610 -1.427 2.131

LUMO: 0.02019 Ha
2S+1: 1
ΔE to the lowest compared entry with this formula, charge and spin: 8.043 eV
E_tot: -9298.351 eV

Atom charges from the natural (NBO) analysis, given in e for atoms 1 to 6: -0.6316 -0.0707 -0.2291 0.2394 0.2167 0.2212

=====

[13]
C4H8N2O in the gas phase at a distorted geometry, computed with ωB97M-V/def2-TZVPD.

Element x y z (Å)
C 1.130 -1.238 1.123
N -0.067 -0.486 0.891
C -0.061 0.169 -0.192
C 1.085 0.464 -1.110
C -1.374 0.790 -0.545
N -2.349 0.564 0.361
O -1.510 1.432 -1.572
H 1.324 -1.992 0.322
H 2.013 -0.601 1.247
H 1.012 -1.679 2.152
H 1.554 -0.446 -1.496
H 0.776 1.064 -1.969
H 1.875 1.021 -0.584
H -2.137 0.012 1.178
H -3.270 0.927 0.193

LUMO: 0.02499 Ha
2S+1: 1
ΔE to the lowest compared entry with this formula, charge and spin: 0.950 eV
E_tot: -9305.443 eV

Atom charges from the natural (NBO) analysis, given in e for atoms 1 to 6: -0.4596 -0.4039 0.2172 -0.7089 0.6097 -0.8102

=====

[14]
C4H8N2O in the gas phase, computed with ωB97M-V/def2-TZVPD.

Element x y z (Å)
C -0.991 -1.572 0.430
C -0.305 -0.482 -0.316
C -0.882 0.727 -1.053
N 0.313 1.557 -0.650
C 0.847 0.350 0.014
N 1.791 0.338 1.057
O 0.987 -0.665 -0.945
H -1.716 -1.115 1.113
H -1.527 -2.268 -0.222
H -0.260 -2.123 1.028
H -0.943 0.613 -2.138
H -1.834 1.089 -0.657
H -0.002 2.187 0.089
H 1.806 1.214 1.566
H 2.717 0.153 0.685

LUMO: 0.03279 Ha
2S+1: 1
ΔE to the lowest compared entry with this formula, charge and spin: 3.001 eV
E_tot: -9303.392 eV

Atom charges from the natural (NBO) analysis, given in e for atoms 1 to 6: -0.6354 0.1643 -0.2437 -0.6218 0.4824 -0.8324

=====

[15]
C4H8N2O in the gas phase at a distorted geometry, computed with ωB97M-V/def2-TZVPD.

Element x y z (Å)
C -1.168 -1.229 0.329
C -0.405 0.043 -0.003
C 1.182 -0.365 0.296
N 2.341 0.359 0.199
O 1.369 -1.524 0.650
C -0.791 1.029 -1.062
N -0.837 1.405 0.344
H -1.830 -1.164 1.199
H -1.666 -1.728 -0.508
H -0.293 -1.858 0.610
H 2.479 1.332 0.009
H 3.154 -0.173 0.513
H 0.006 1.494 -1.634
H -1.734 0.946 -1.613
H -1.806 1.433 0.669

LUMO: 0.03593 Ha
2S+1: 1
ΔE to the lowest compared entry with this formula, charge and spin: 2.470 eV
E_tot: -9303.923 eV

Atom charges from the natural (NBO) analysis, given in e for atoms 1 to 6: -0.6896 0.0263 0.6707 -0.8215 -0.6323 -0.2473

=====

[16]
C4H8N2O in the gas phase at a distorted geometry, computed with ωB97M-V/def2-TZVPD.

Element x y z (Å)
N 1.940 0.103 -1.344
C 1.534 -0.903 -0.430
O 1.900 -2.045 -0.413
C 0.674 -0.190 0.719
N -0.360 0.548 0.001
C -1.637 0.872 0.606
C -1.514 -0.246 -0.366
H 2.104 0.645 -0.475
H 1.087 0.610 -1.607
H 0.331 -0.984 1.382
H 1.218 0.550 1.346
H -1.808 0.626 1.652
H -2.068 1.817 0.277
H -1.546 -1.255 0.044
H -1.853 -0.149 -1.393

LUMO: 0.03094 Ha
2S+1: 1
ΔE to the lowest compared entry with this formula, charge and spin: 3.323 eV
E_tot: -9303.071 eV

Atom charges from the natural (NBO) analysis, given in e for atoms 1 to 6: -0.8440 0.6874 -0.5100 -0.3607 -0.4371 -0.2462